(1)
A cluster of 4 separate species, C3H16NO4 in total in a non-equilibrium geometry. Source: OMol25; level of theory: wB97M-V/def2-TZVPD.

```
24
Properties=species:S:1:pos:R:3:forces:R:3:mulliken_charge:R:1
O -0.608513 -0.561210 2.187008 -0.74 -4.03 1.66 -0.5521
C -0.591245 0.795232 1.926442 0.96 -0.17 1.51 -0.3833
C -1.632959 1.222253 0.921977 0.24 -1.19 -0.34 -0.4772
N -1.101570 0.903675 -0.463571 1.46 -0.55 0.42 0.0264
C -2.028799 1.007808 -1.622591 -0.92 3.06 -1.64 -0.8502
H -0.499578 -0.958455 3.134737 -0.36 1.98 -2.54 0.3211
H -0.773870 1.307253 2.862879 0.15 0.69 0.01 0.4309
H 0.450766 0.874783 1.609576 -0.02 1.52 -0.38 0.2177
H -1.775677 2.290174 1.088952 -0.55 -0.13 -0.61 0.3855
H -2.513392 0.547068 1.036275 0.32 1.05 0.13 0.3549
H -0.724307 -0.100780 -0.414681 0.01 1.30 -0.30 0.2400
H -0.185833 1.493023 -0.613875 -2.15 -1.31 -0.16 0.3504
H -3.125657 0.708935 -1.611038 1.54 0.14 1.29 0.3118
H -1.654431 0.512807 -2.507097 0.67 -0.34 0.15 0.3601
H -2.001868 2.128265 -1.902451 -0.37 -1.73 0.37 0.3387
H 2.640611 2.366124 -2.557382 -1.13 -0.63 0.39 0.3275
H 2.606979 1.265375 -1.511536 -1.00 0.59 -0.83 0.3147
O 1.988454 1.760888 -2.114372 1.99 0.02 0.59 -0.6378
H 1.504811 -1.285063 -0.714448 0.21 -0.48 0.27 0.2776
H 0.265578 -1.737560 0.093081 0.08 -1.49 1.93 0.2625
O 0.552599 -1.286342 -0.661599 -0.60 1.79 -2.05 -0.6210
H 2.045972 -4.049685 0.659844 0.57 -1.29 0.69 0.2841
H 3.143080 -3.043807 0.145041 5.52 0.35 0.03 0.2577
O 2.295688 -3.262829 0.225481 -5.87 0.85 -0.62 -0.5400
```
Positions in Å, forces in eV/Å.

The value obtained for the orbital gap is 0.4243 hartree. As for the charge: +1. The calculation puts the energy above the lowest of the compared OMol25 structures with the same formula, charge and spin at 205.8 kJ/mol. The value obtained for the HOMO energy is -14.30 eV.



(2)
A structure of composition C28H42CoNO3 in a non-equilibrium geometry. Source: OMol25; level of theory: wB97M-V/def2-TZVPD.

```
75
Properties=species:S:1:pos:R:3:forces:R:3:mulliken_charge:R:1
Co -0.971202 -2.523962 -0.419125 1.09 0.87 0.25 0.7044
C -0.625753 3.205753 4.235632 0.04 -0.20 -0.16 -1.6219
C -1.236287 2.973649 2.839493 0.05 0.33 0.06 1.8283
C -2.706378 3.434140 2.863528 0.04 -0.23 -0.10 -1.6292
C -0.498679 3.834033 1.812531 -0.04 -0.19 0.09 -2.1172
C -1.181576 1.500075 2.515388 0.41 0.32 -0.52 -0.6502
C -0.399957 0.987693 1.469161 0.32 -0.58 -0.57 -0.3258
C -0.564389 -0.335122 1.087861 -0.41 0.84 0.71 0.4250
N -0.054760 -1.020062 0.016905 -0.07 -0.60 0.29 -1.0964
C 0.884025 -0.627443 -0.901798 1.33 0.27 -0.93 -0.5632
C 2.015282 0.156807 -0.770637 -1.30 -0.71 0.95 -0.1790
C 2.835751 0.389937 -1.886137 0.41 0.17 -0.37 -0.4899
C 2.416257 -0.096978 -3.135230 -0.53 -0.50 -0.39 0.1801
C 1.317575 -0.923963 -3.302882 0.32 0.21 -0.81 -0.4155
C 0.652729 -1.357766 -2.125309 0.47 1.18 1.10 1.3444
O -0.206153 -2.317266 -1.999269 -0.08 -0.75 -2.10 -0.8751
C 0.687522 -1.244901 -4.642505 0.04 -0.11 -0.16 1.8899
C -0.726424 -0.630467 -4.612499 0.17 0.03 0.15 -1.4944
C 1.463447 -0.645513 -5.815101 -0.11 -0.12 0.22 -2.1239
C 0.568637 -2.762268 -4.823274 0.00 -0.02 0.03 -1.6486
C 4.147409 1.112954 -1.707300 0.22 -0.07 0.10 1.9516
C 4.778129 1.567815 -3.021570 -0.18 -0.03 0.03 -2.0967
C 4.017917 2.334219 -0.792530 -0.21 -0.04 -0.01 -1.6724
C 5.078249 0.074927 -1.028836 -0.15 0.07 -0.10 -1.6008
C -1.525356 -1.180723 1.747235 0.66 1.30 0.11 1.2637
O -1.729527 -2.304453 1.128300 -1.89 -1.03 1.49 -1.0153
C -2.175177 -0.724514 2.916165 -0.29 0.24 0.46 -0.9733
C -1.977867 0.605981 3.251291 -0.54 -1.32 0.25 0.2096
C -3.116476 -1.653575 3.651568 -0.28 -0.14 0.18 2.0321
C -3.579899 -1.066936 4.987196 0.12 -0.07 -0.26 -2.0672
C -4.347238 -1.875479 2.753619 0.20 0.08 0.02 -1.5246
C -2.424867 -3.000427 3.904961 0.08 0.10 -0.06 -1.5875
H -0.690392 4.263759 4.475890 0.01 0.08 0.02 0.4678
H -1.157044 2.651346 5.002916 -0.07 -0.06 0.15 0.3343
H 0.418342 2.904347 4.252060 0.15 0.01 0.07 0.3948
H -2.748682 4.498508 3.075911 0.06 0.10 0.03 0.4654
H -3.173288 3.262387 1.896641 -0.13 0.01 -0.10 0.3952
H -3.285962 2.924646 3.626074 -0.12 -0.05 0.10 0.3697
H -0.592365 4.881176 2.084498 -0.01 0.08 0.06 0.4450
H 0.562652 3.604314 1.771074 0.18 -0.01 -0.01 0.4273
H -0.934073 3.712960 0.823659 0.00 0.00 -0.18 0.4594
H 0.282122 1.620853 0.926440 -0.02 0.11 -0.08 0.8302
H 2.310854 0.510063 0.204478 -0.06 0.18 0.07 0.9312
H 2.967703 0.197239 -4.012417 -0.02 0.03 -0.07 0.8238
H -0.676977 0.439333 -4.421358 -0.04 0.14 -0.02 0.3580
H -1.214039 -0.784988 -5.569406 -0.05 -0.04 -0.14 0.4813
H -1.333756 -1.096766 -3.840094 -0.15 -0.01 0.00 0.2451
H 1.473983 0.440579 -5.780475 0.04 0.16 0.02 0.4092
H 2.485014 -1.014473 -5.844435 0.15 -0.04 -0.06 0.4675
H 0.976860 -0.937422 -6.741555 -0.03 -0.03 -0.09 0.4283
H 0.049244 -3.220312 -3.985214 0.03 -0.08 -0.14 0.1784
H -0.001829 -2.968845 -5.725662 0.03 -0.04 -0.12 0.4973
H 1.551804 -3.214285 -4.916746 0.11 -0.12 -0.05 0.3916
H 4.111018 2.243814 -3.552335 -0.03 0.07 -0.14 0.4669
H 5.695226 2.111266 -2.811249 0.07 0.01 0.04 0.4338
H 5.036716 0.734118 -3.666554 0.03 -0.12 -0.13 0.4074
H 3.299784 3.042884 -1.197683 -0.07 0.15 -0.02 0.4092
H 3.719706 2.074463 0.218861 -0.04 -0.03 0.15 0.3489
H 4.981826 2.829668 -0.724846 0.09 0.04 0.01 0.4943
H 5.188074 -0.811278 -1.647518 0.07 -0.12 -0.07 0.3771
H 6.056383 0.527718 -0.889768 0.10 0.03 0.02 0.4614
H 4.694680 -0.224796 -0.057335 0.00 -0.04 0.15 0.3779
H -2.504626 0.988887 4.108678 -0.07 0.01 0.10 0.6480
H -4.191634 -0.180785 4.839461 -0.10 0.13 0.04 0.4205
H -4.186296 -1.803153 5.507913 -0.05 -0.04 0.04 0.4339
H -2.735977 -0.816384 5.624889 0.10 0.04 0.13 0.4585
H -4.819947 -0.924585 2.520945 -0.15 0.08 -0.04 0.3486
H -4.059721 -2.359036 1.822887 -0.11 -0.06 -0.07 0.2941
H -5.065170 -2.506801 3.270431 -0.08 -0.06 0.02 0.4725
H -1.595181 -2.882206 4.597448 0.09 -0.04 0.12 0.3915
H -3.134015 -3.707034 4.328587 -0.06 -0.01 0.10 0.4682
H -2.044653 -3.423674 2.977984 -0.02 -0.13 0.15 0.2129
O -1.997882 -4.168380 -0.846467 0.19 0.25 0.02 -0.4254
H -2.028604 -4.605888 -1.705910 0.10 0.00 -0.13 0.3253
H -2.504838 -4.699404 -0.217531 -0.02 0.11 0.12 0.3125
```
Positions in Å, forces in eV/Å.

The value obtained for the orbital gap (alpha / beta) is 0.2275 / 0.2010 hartree. The expectation value of S² is 6.055. As for the charge: +2. The calculation puts the energy above the lowest of the compared OMol25 structures with the same formula, charge and spin at 7.0 kJ/mol. The spin multiplicity is 5. The value obtained for the HOMO energy (alpha / beta) is -14.27 / -14.86 eV.



(3)
A structure of composition C18H22BF4OPtS4. Source: OMol25; level of theory: wB97M-V/def2-TZVPD.

```
51
Properties=species:S:1:pos:R:3:forces:R:3:mulliken_charge:R:1
Pt 0.154444 -0.361780 -1.462473 0.12 -0.12 -0.20 1.1103
C 2.337455 0.500249 -3.463678 0.02 0.08 0.06 -0.7527
C 1.382789 -0.165866 -4.442968 -0.03 0.02 0.00 -0.7689
S -0.093339 -0.907111 -3.636609 -0.04 0.11 0.02 -0.0389
C -1.427786 0.175358 -4.319862 -0.02 -0.05 0.03 -0.7025
C -2.473418 0.712755 -3.347364 0.07 0.04 0.05 -0.7828
S -1.948310 1.509491 -1.811707 -0.06 0.02 -0.04 0.0089
C -0.865465 2.861309 -2.322860 -0.06 0.04 -0.01 -0.9801
C 0.496523 2.555417 -2.947545 -0.03 -0.04 0.02 -0.5858
S 1.501261 1.310392 -2.063530 0.03 0.06 0.01 -0.0971
H 2.968702 1.240343 -3.957735 -0.01 -0.02 -0.03 0.4560
H 2.983223 -0.231946 -2.982610 0.01 0.00 -0.01 0.4254
H 1.888471 -0.976312 -4.965213 0.02 0.00 0.02 0.4683
H 1.026207 0.530275 -5.198996 0.00 -0.02 -0.02 0.4302
H -1.933647 -0.447867 -5.057361 0.00 0.00 -0.01 0.5285
H -0.940530 0.987169 -4.853046 0.01 -0.01 -0.01 0.4536
H -3.108936 -0.096962 -2.993513 -0.03 -0.02 0.01 0.2505
H -3.097170 1.409054 -3.911009 -0.01 -0.02 -0.01 0.5842
H -0.731083 3.428945 -1.400673 0.01 0.01 -0.01 0.4154
H -1.399948 3.513020 -3.016793 0.01 0.02 0.01 0.4995
H 1.092581 3.468640 -2.953725 0.04 -0.02 -0.01 0.5892
H 0.397057 2.221612 -3.975929 -0.02 0.00 -0.01 0.2152
F -2.664945 -2.197022 -2.223531 -0.04 0.05 0.05 -0.3332
B -2.308615 -2.220754 -0.887820 0.17 0.02 -0.29 0.6728
F -0.744115 -2.142435 -0.946112 -0.20 -0.09 0.19 -0.6611
F -2.576558 -3.370601 -0.232036 -0.02 -0.07 0.07 -0.2825
F -2.669050 -1.075200 -0.218435 -0.07 0.04 -0.02 -0.3444
O 0.384620 0.090653 0.534835 0.17 0.04 -0.04 -0.4292
S 0.378784 -1.099170 1.533916 -0.03 -0.10 0.14 0.5099
C -0.881086 -0.690348 2.695915 -0.01 -0.03 0.00 0.5996
C -0.779917 0.426941 3.517809 0.00 0.00 0.03 -0.3261
C -1.827068 0.712777 4.372474 0.00 0.01 0.00 -0.6459
C -2.948011 -0.113820 4.401493 0.00 0.01 0.00 -0.4161
C -3.035201 -1.222099 3.574532 0.00 0.01 -0.01 -0.7470
C -1.995370 -1.516766 2.703342 0.00 -0.02 -0.01 -0.3526
C 1.852287 -0.844202 2.496049 0.01 0.10 -0.03 0.2441
C 2.169978 -1.809328 3.441946 -0.02 -0.02 0.00 -0.4173
C 3.313964 -1.643543 4.203922 0.01 0.00 0.00 -0.6589
C 4.126089 -0.532899 4.007413 0.00 0.01 0.00 -0.4485
C 3.799676 0.415374 3.049450 0.00 -0.01 0.01 -0.6742
C 2.653066 0.264412 2.280639 -0.01 0.00 -0.01 -0.1477
H 0.103796 1.051822 3.491186 0.00 0.00 0.01 0.4269
H -1.772705 1.574948 5.023063 0.00 0.00 0.00 0.4030
H -3.760584 0.115192 5.078126 0.00 0.00 0.00 0.4023
H -3.912709 -1.853163 3.596585 0.00 -0.01 0.00 0.4349
H -2.057547 -2.359739 2.026076 -0.01 -0.01 0.06 0.4351
H 1.531703 -2.673372 3.584415 0.00 0.00 0.01 0.4262
H 3.575855 -2.382941 4.948228 -0.01 0.00 0.00 0.3994
H 5.020431 -0.409120 4.603047 0.00 -0.01 0.00 0.4025
H 4.436548 1.276867 2.899971 0.00 0.00 0.00 0.4108
H 2.377601 0.991352 1.528703 0.01 0.00 0.00 0.3908
```
Positions in Å, forces in eV/Å.

The value obtained for the orbital gap is 0.2878 hartree. As for the charge: +1. The calculation puts the energy above the lowest of the compared OMol25 structures with the same formula, charge and spin at 0.0 kJ/mol. The value obtained for the HOMO energy is -11.19 eV.



(4)
The molecule C6H8N2 in a non-equilibrium geometry. Source: OMol25; level of theory: wB97M-V/def2-TZVPD.

```
16
Properties=species:S:1:pos:R:3:forces:R:3:mulliken_charge:R:1
C 0.992574 -1.275277 -0.927817 5.11 -0.15 -1.30 -0.9173
C 0.064908 -0.362826 -0.292938 5.59 5.74 -2.25 1.1408
C 0.272762 1.049577 -0.143343 -2.52 -0.31 0.47 -0.3572
C 1.221312 1.892726 -0.682398 5.35 4.68 -3.28 -0.2307
C -1.832677 -0.358168 1.328723 -2.40 -2.14 -4.24 -0.7522
C -1.461727 -1.906139 1.247006 -0.86 2.35 -3.15 -0.2468
H 1.922338 -0.590847 -1.287516 -1.56 -1.81 1.35 0.2818
H 0.780130 -1.706189 -1.940300 -0.75 0.04 1.25 0.2465
H 1.298235 -2.093822 -0.108731 -0.38 1.67 -2.22 0.2381
H -0.494163 1.814250 0.277003 0.69 -2.20 -0.30 0.1362
H -1.292517 0.389622 1.796244 1.09 0.71 2.15 0.3823
H -2.971820 0.126807 1.028598 3.48 -1.93 0.26 0.1804
H -2.121497 -2.646690 0.591419 1.24 1.55 2.29 0.2444
H -0.842069 -2.168692 2.055503 0.61 -1.16 0.70 0.3147
N 1.983425 2.757890 -1.098122 -3.99 -4.75 2.24 -0.5775
N -0.815076 -0.952718 0.299892 -10.67 -2.28 6.01 -0.0834
```
Positions in Å, forces in eV/Å.

The value obtained for the orbital gap is 0.3021 hartree. The SMILES is C/C(=C\C#N)N1CC1. The calculation puts the energy above the lowest of the compared OMol25 structures with the same formula, charge and spin at 543.6 kJ/mol. The value obtained for the HOMO energy is -7.78 eV.



(5)
A cluster of 2 separate species, C6H12N2 in total in a non-equilibrium geometry. Source: OMol25; level of theory: wB97M-V/def2-TZVPD.

```
20
Properties=species:S:1:pos:R:3:forces:R:3:mulliken_charge:R:1
C 1.873472 -0.570365 -1.397186 -0.39 0.13 0.03 -1.4504
C 1.415363 -0.129162 -0.036028 1.16 -1.02 0.90 0.9157
N 1.966454 1.078205 0.384194 -0.23 0.13 -0.24 -0.5214
C 0.794079 -0.962328 0.819737 0.47 0.32 -0.57 -1.1908
H 2.118444 1.736128 -0.367347 -0.06 0.06 0.05 0.2631
H 1.449091 1.517468 1.134579 0.07 0.04 -0.11 0.2954
H 2.961313 -0.557669 -1.453696 0.04 0.05 0.05 0.3612
H 1.491200 0.108445 -2.160893 0.01 0.03 -0.16 0.3408
H 1.527375 -1.576130 -1.617650 -0.05 -0.02 -0.03 0.3437
H 0.562433 -1.973358 0.538541 -0.18 -0.10 -0.15 0.3025
H 0.609506 -0.679171 1.841844 -0.11 0.13 0.19 0.3583
C -1.178944 0.978285 0.099471 -0.54 0.51 0.39 0.0969
C -2.007555 -0.137811 0.564402 -0.81 -0.05 -0.26 0.1281
C -2.613511 -0.982524 -0.270073 0.20 0.29 0.29 -0.8037
N -0.822789 1.990362 0.783722 -0.21 0.25 -0.31 -0.7538
H -1.170537 1.977953 1.744123 0.08 -0.40 -0.01 0.2098
H -0.990353 1.005483 -0.971337 0.37 -0.17 -0.08 0.3439
H -2.242473 -0.149660 1.623234 0.11 -0.10 0.08 0.2563
H -2.422690 -0.952128 -1.331827 0.06 0.05 -0.17 0.2386
H -3.319878 -1.722023 0.072190 0.01 -0.11 0.10 0.2657
```
Positions in Å, forces in eV/Å.

The value obtained for the orbital gap is 0.3230 hartree. The SMILES is [H]/N=C\C=C.C=C(C)N. The calculation puts the energy above the lowest of the compared OMol25 structures with the same formula, charge and spin at 175.0 kJ/mol. The value obtained for the HOMO energy is -7.98 eV.